Record 1
Below is C15H24Cl2HfNO2P as an isolated structure in a non-equilibrium geometry, with properties calculated with ωB97M-V with the def2-TZVPD basis set.

```
46
Properties=species:S:1:pos:R:3:forces:R:3
C -2.634933 0.593498 -3.094429 -0.383 -0.433 -0.063
C -2.428963 -0.647526 -2.493612 0.016 0.805 -1.999
C -1.650589 -0.757673 -1.322107 1.676 -0.766 1.762
C -1.102918 0.400674 -0.775043 -1.722 0.002 -2.005
C -1.282174 1.645890 -1.388811 0.492 0.272 2.534
C -2.091418 1.745374 -2.529145 -1.019 -0.549 -0.597
C -1.480715 -2.117569 -0.674061 -1.206 0.048 -0.135
C -0.064228 -2.663878 -0.398519 0.932 -0.104 -0.052
N 1.003294 -1.647930 -0.171595 -0.332 -0.485 -0.599
Hf 0.118879 0.127967 1.165463 -0.744 -1.723 0.954
C -0.584385 2.875798 -0.862676 -0.049 -0.417 -0.174
P 1.034121 2.361040 -0.082489 1.063 1.621 -0.357
H -2.866408 -1.552812 -2.923359 -0.166 0.316 0.323
H -2.249187 2.724064 -2.978940 0.434 -0.172 -0.246
H -3.222200 0.666166 -4.012366 0.086 -0.052 0.349
H -1.147251 3.381124 -0.061000 0.003 -0.383 -0.087
H -0.348260 3.591177 -1.666121 -0.254 -0.180 0.280
H -2.027675 -2.145149 0.288994 0.103 0.155 -0.187
H -1.974327 -2.859829 -1.318596 0.035 0.207 0.324
H -0.106197 -3.306981 0.491639 -0.165 0.259 -0.261
C 1.593025 3.868028 0.770854 -0.078 -0.217 0.512
C 2.036126 2.428438 -1.610821 0.262 -0.484 0.012
H 0.271313 -3.294776 -1.236113 -0.249 0.142 0.119
C 1.566731 -1.219726 -1.474399 -0.030 -0.142 -0.216
C 2.097227 -2.285144 0.615915 0.001 -0.001 0.535
H -0.735238 1.451439 1.932210 -0.724 1.550 -0.029
H 2.006397 -2.094958 -1.980171 -0.057 0.342 0.065
H 0.773271 -0.803107 -2.102525 0.260 -0.138 0.031
H 2.337538 -0.459585 -1.319997 -0.044 -0.158 -0.004
H 2.604094 -3.059702 0.009921 -0.225 0.328 0.286
H 2.823848 -1.529743 0.929661 0.034 -0.121 -0.189
H 1.673404 -2.739249 1.524175 0.170 0.075 -0.303
H 2.066491 3.463491 -1.986589 0.024 -0.341 0.199
H 3.052927 2.077179 -1.406417 -0.063 0.199 -0.108
H 1.606592 1.784840 -2.386249 0.060 0.075 0.091
H 1.676409 4.715300 0.073605 -0.050 -0.353 0.184
H 0.886648 4.105285 1.576026 0.182 0.011 -0.142
H 2.570348 3.663412 1.231419 -0.229 0.137 -0.172
H 1.733990 0.423960 1.762561 1.411 0.520 0.461
Cl -2.726557 -1.597160 5.383643 0.011 -0.135 -0.226
C -1.339915 -2.311395 4.558455 0.253 0.055 -0.174
Cl -1.792251 -3.520260 3.325596 -0.061 0.059 0.180
C -0.509451 -1.163301 3.949679 0.379 -0.182 2.423
O 0.198427 -0.530285 4.703157 -0.534 -0.346 -1.517
O -0.640732 -0.972031 2.650921 0.697 0.562 -1.514
H -0.725116 -2.814369 5.312261 -0.195 0.143 -0.269
```
Forces are in eV/Å.

The net charge is +2. Its HOMO energy (spin up / spin down) is -0.5642 / -0.5645 Eh. For the largest force on an atom, the calculation gives 0.0514 Eh/bohr. Its energy above the lowest of the compared OMol25 structures with the same formula, charge and spin is 1.936 eV.

=====

Record 2
Below is a 5-piece molecular cluster, C15H24F18N5O12S6 overall in a non-equilibrium geometry, with properties calculated with ωB97M-V with the def2-TZVPD basis set.

```
80
Properties=species:S:1:pos:R:3:forces:R:3
N 0.106896 -0.289691 -2.300424 -0.591 -0.131 -0.485
H -0.515825 -1.023348 -2.674906 0.494 -0.568 -0.173
H 1.140082 -0.383417 -2.515592 -0.761 -0.066 -0.251
H -0.042713 -0.290050 -1.298017 0.024 0.228 -0.095
H -0.300294 0.566817 -2.699034 0.381 0.397 0.333
C 2.239511 -0.723812 7.134579 0.993 0.540 0.165
C 0.982887 -0.148734 6.490864 -0.367 -0.398 0.492
C 1.123679 -0.135359 4.990172 -0.263 -0.977 -0.102
N -0.170664 0.122336 4.207867 2.113 -0.946 0.344
C -0.436102 1.580179 4.400874 -1.144 0.846 -0.891
C -1.459683 2.164651 3.406079 -0.053 -0.341 0.720
C -1.162855 1.822382 1.949749 -0.905 0.122 1.352
C -0.856317 0.335605 1.760029 0.856 0.042 -0.303
C 0.156992 -0.250331 2.751871 -0.329 0.687 -0.481
C -1.271366 -0.786934 4.646496 -1.042 1.521 0.085
H 2.222553 -0.617862 8.218604 -0.167 -0.049 -0.007
H 3.146710 -0.206273 6.806733 -0.126 0.232 -0.012
H 2.462576 -1.767649 6.909440 -0.543 -0.086 -0.128
H 0.687252 0.812428 6.913597 0.346 0.112 -0.029
H 0.180962 -0.835151 6.772254 -0.085 0.050 -0.122
H 1.483516 -1.139914 4.750992 -0.198 0.040 -0.487
H 1.856006 0.567521 4.601342 -0.008 0.084 0.150
H 0.519539 2.089597 4.298841 0.064 -0.089 -0.080
H -0.842113 1.791060 5.388402 0.325 -0.485 0.260
H -1.387964 3.244625 3.546201 -0.163 0.023 -0.005
H -2.454066 1.883535 3.764414 -0.110 -0.098 -0.276
H -0.400408 2.570760 1.730017 0.352 -0.804 -0.803
H -2.033893 2.037458 1.331069 0.237 0.282 -0.007
H -0.386783 0.309699 0.776197 0.015 -0.491 0.029
H -1.730399 -0.311672 1.701056 -0.296 0.341 0.039
H 1.142039 0.099460 2.439433 0.120 0.311 0.677
H 0.219177 -1.336012 2.775954 -0.193 -0.037 -0.270
H -2.128338 -0.416232 4.084043 -0.148 -0.542 -0.105
H -1.520773 -0.601504 5.688203 0.218 -0.022 0.029
H -1.102498 -1.844548 4.478713 0.410 0.115 -0.227
C -1.422642 -3.446390 -0.501863 0.212 1.194 -1.613
F -0.893320 -2.194925 -0.375496 -0.253 -0.125 0.398
F -0.390135 -4.270201 -0.608683 -0.545 -0.201 0.477
F -2.173806 -3.680434 0.569388 0.437 -0.306 -0.104
S -2.514636 -3.481970 -2.062485 0.810 -0.549 -0.223
O -2.565554 -4.896664 -2.361064 -0.167 0.867 0.487
O -3.720040 -2.788603 -1.686874 0.852 -0.144 0.091
N -1.563453 -2.664691 -3.253046 -1.803 -1.185 3.348
S -2.442463 -2.938729 -4.536259 0.516 1.126 -3.837
O -2.276428 -4.236306 -5.136106 0.209 0.309 0.260
O -3.777482 -2.400575 -4.588752 0.299 0.086 0.621
C -1.411347 -1.747603 -5.668284 -1.164 -1.966 -0.118
F -2.151739 -1.521750 -6.757752 -0.020 0.256 -0.016
F -1.087150 -0.581668 -5.132159 0.310 0.187 0.260
F -0.324754 -2.417738 -6.070137 0.309 0.555 0.257
C 2.553792 0.709494 -5.409494 -0.109 0.950 2.425
F 2.205914 -0.251368 -6.222016 -0.039 -0.064 -0.208
F 3.059897 1.755317 -6.043989 0.412 -0.519 -0.549
F 1.490186 1.199101 -4.736297 -0.515 -0.514 -0.241
S 3.799605 0.171820 -4.055752 0.692 -0.150 -2.334
O 4.634908 -0.773874 -4.749411 -0.559 -0.388 0.362
O 4.487057 1.384572 -3.703694 -1.185 -0.165 0.653
N 2.824431 -0.604234 -2.893259 1.203 1.541 -1.711
S 3.818733 -0.866172 -1.714021 1.960 -1.684 2.763
O 4.655214 -2.045595 -1.838301 -0.881 0.836 -0.151
O 4.442234 0.291913 -1.128666 -0.280 -0.032 -0.160
C 2.618597 -1.355239 -0.378816 -0.145 -1.325 -0.596
F 1.905886 -2.440691 -0.735595 -0.186 0.396 -0.267
F 3.192717 -1.713458 0.778284 0.212 0.839 -0.179
F 1.759190 -0.345002 -0.164402 -0.044 0.107 0.714
C 1.347197 3.132027 -1.198180 -2.245 -0.036 -1.141
F 2.237779 4.087881 -1.242397 0.528 0.057 0.216
F 1.811248 1.997465 -1.713436 0.267 0.216 -0.012
F 0.976523 2.884351 0.064306 0.352 0.052 0.321
S -0.201457 3.737514 -2.192682 2.027 0.151 -1.073
O -0.743162 4.826933 -1.404553 0.062 -1.225 -0.309
O 0.391566 4.091383 -3.474611 -0.855 -0.827 1.237
N -1.100591 2.314534 -2.274983 1.593 2.035 0.309
S -2.557428 2.700488 -1.832752 -2.812 0.065 0.454
O -2.721892 2.962063 -0.415793 0.196 0.153 -0.292
O -3.223058 3.588689 -2.766318 0.388 -0.805 0.715
C -3.433108 1.024186 -1.911586 0.068 1.087 -0.016
F -2.627768 0.067395 -1.416865 -0.041 -0.122 -0.334
F -4.522490 1.071976 -1.145771 0.116 0.060 0.221
F -3.834091 0.775160 -3.135487 0.366 -0.633 -0.439
```
Forces are in eV/Å.

The net charge is -1. Its HOMO energy is -0.2637 Eh. For the largest force on an atom, the calculation gives 0.0784 Eh/bohr. Its energy above the lowest of the compared OMol25 structures with the same formula, charge and spin is 1.467 eV.

=====

Record 3
Below is a single C15H24FO4P molecule in a non-equilibrium geometry, with properties calculated with ωB97M-V with the def2-TZVPD basis set.

```
45
Properties=species:S:1:pos:R:3:forces:R:3
C -4.218421 -1.430603 1.507491 -0.207 0.117 -0.017
C -5.019966 -0.866045 0.341261 0.208 -0.092 -0.130
C -4.142106 -0.421440 -0.830018 -0.057 0.205 0.329
C -3.336801 0.845487 -0.556163 -0.568 0.031 -0.675
O -2.249660 0.633731 0.337351 0.915 -0.326 0.170
P -0.788954 0.293987 -0.232267 -0.433 0.083 1.227
O -0.542544 0.823559 -1.580000 0.153 -0.188 -0.387
O 0.140787 0.858872 0.934280 -0.608 -0.646 -0.354
C 0.994448 1.974217 0.680288 0.605 0.432 -0.128
C 2.441725 1.507858 0.577975 -0.167 0.150 0.168
C 3.436563 2.664417 0.486226 -0.145 -0.170 -0.166
C 3.311655 3.455909 -0.810256 0.082 -0.031 0.241
C -0.564124 -1.551413 -0.156784 0.009 1.033 0.281
O -1.238222 -2.067541 -1.269447 -0.109 -0.291 -0.548
C 0.914212 -1.795556 -0.126666 0.207 -0.260 0.031
C 1.672472 -1.712513 -1.288444 -0.035 -0.096 0.156
C 3.046991 -1.866666 -1.245034 0.182 -0.036 0.086
C 3.652898 -2.095739 -0.023995 -0.141 0.041 0.011
F 4.993876 -2.239375 0.027027 -0.109 0.005 -0.003
C 2.922981 -2.178347 1.148159 0.214 -0.021 -0.074
C 1.550344 -2.027144 1.087486 0.003 -0.002 -0.235
H -3.541303 -0.680847 1.906268 0.079 -0.011 0.107
H -4.886479 -1.754354 2.302932 0.010 -0.073 0.108
H -3.634251 -2.287858 1.179093 0.109 -0.118 0.008
H -5.710223 -1.632661 -0.018785 -0.078 0.054 0.030
H -5.617693 -0.018070 0.683998 -0.105 0.005 -0.023
H -4.779346 -0.219207 -1.693764 0.046 0.015 -0.076
H -3.452674 -1.225149 -1.096589 -0.045 0.005 -0.126
H -2.939931 1.243358 -1.496475 -0.097 0.041 0.150
H -3.965159 1.605178 -0.082104 0.051 -0.039 -0.076
H 0.867337 2.664945 1.518813 -0.017 -0.040 -0.082
H 0.681765 2.461841 -0.246072 0.008 0.051 0.134
H 2.536520 0.865791 -0.300137 0.026 -0.082 -0.011
H 2.664856 0.901758 1.458545 -0.019 -0.054 -0.014
H 4.444744 2.250792 0.553207 0.012 0.044 0.096
H 3.294763 3.332360 1.338516 0.085 0.012 0.090
H 2.355024 3.967736 -0.865635 -0.102 0.100 -0.100
H 4.100710 4.201639 -0.872459 0.024 0.107 -0.088
H 3.396689 2.792894 -1.667624 -0.008 -0.046 -0.153
H -1.046839 -1.963974 0.730845 0.048 0.119 0.029
H -0.981649 -1.540652 -2.039514 -0.097 -0.028 -0.025
H 1.195123 -1.523992 -2.237945 -0.025 0.037 -0.094
H 3.646395 -1.805624 -2.139514 0.084 -0.004 -0.076
H 3.428807 -2.358624 2.083443 0.074 -0.026 0.084
H 0.964669 -2.082924 1.992476 -0.059 -0.005 0.126
```
Forces are in eV/Å.

The net charge is 0. Its HOMO energy is -0.3377 Eh. For the largest force on an atom, the calculation gives 0.0253 Eh/bohr. The SMILES is CCCCOP(=O)(OCCCC)[C@@H](O)c1ccc(F)cc1. Its energy above the lowest of the compared OMol25 structures with the same formula, charge and spin is 0.091 eV.

=====

Record 4
Below is C15H24INO2S4Se2TcTe2 as an isolated structure in a non-equilibrium geometry, with properties calculated with ωB97M-V with the def2-TZVPD basis set.

```
52
Properties=species:S:1:pos:R:3:forces:R:3
Tc 0.124584 2.049609 -0.539203 -1.724 -0.351 0.287
C 1.294098 -3.726609 -1.870063 0.190 0.173 -0.011
C 1.843844 -2.586188 -2.749403 -0.035 -0.087 0.251
S 1.220177 -0.933160 -2.325825 0.058 -0.312 -0.135
C 2.596638 -0.151488 -1.449088 -0.140 -0.621 0.192
C 3.023098 -0.812077 -0.139499 -0.209 0.239 0.035
S 1.646092 -0.995875 1.035761 0.034 0.085 0.044
C 1.983046 -2.614054 1.793889 -0.103 -0.054 -0.209
C 1.457416 -3.818351 1.017586 0.053 0.088 -0.047
S 2.369859 -4.245799 -0.496248 0.052 0.057 -0.008
H 1.171787 -4.614703 -2.485840 -0.035 -0.024 -0.074
H 0.320047 -3.462274 -1.464789 -0.074 -0.020 -0.026
H 1.536358 -2.739092 -3.785694 0.009 -0.014 0.046
H 2.935039 -2.558008 -2.732265 -0.038 -0.045 -0.048
H 2.219314 0.863808 -1.285109 0.123 0.490 0.116
H 3.449992 -0.082152 -2.121631 0.077 0.178 0.025
H 3.819367 -0.238669 0.337774 0.005 0.021 -0.107
H 3.390461 -1.804786 -0.355724 0.141 -0.255 -0.048
H 1.494290 -2.580682 2.770942 0.048 0.044 -0.028
H 3.056117 -2.685547 1.966163 0.011 -0.033 0.041
H 0.406550 -3.684139 0.761010 -0.011 -0.026 0.030
H 1.535385 -4.698803 1.656971 -0.032 0.002 0.018
Se 1.299759 4.083457 -0.737034 -0.003 0.275 -0.105
Te -0.339287 5.957164 -0.443169 -0.475 0.101 0.045
Te -2.760231 4.890875 -1.021941 0.293 0.635 -0.085
Se -2.592323 2.518901 -0.587301 1.513 -0.330 0.246
C 0.538896 1.851702 3.903883 0.197 -0.045 0.368
S -0.571140 2.471738 2.689291 0.066 0.347 -0.402
O 0.172628 1.987143 1.407219 0.167 -0.151 0.393
C -1.940300 1.395401 2.863806 -0.069 -0.123 -0.145
C -1.804879 0.044027 2.552263 -0.123 -0.022 0.046
C -2.926958 -0.760321 2.649017 -0.038 -0.048 0.016
C -4.148127 -0.214769 3.048100 -0.012 0.006 -0.003
C -4.259520 1.136938 3.351415 -0.043 -0.052 0.019
C -3.146735 1.961929 3.251670 -0.042 0.009 0.041
H 0.614658 0.768930 3.800468 0.050 0.094 0.029
H 0.125032 2.139486 4.873700 0.102 -0.101 -0.023
H 1.500951 2.337908 3.737957 -0.058 -0.040 0.070
H -0.852146 -0.363863 2.224447 -0.093 0.074 0.028
H -2.850790 -1.817938 2.420544 -0.043 0.106 0.012
H -5.022709 -0.853475 3.119796 0.109 0.071 0.000
H -5.212146 1.552852 3.658340 0.079 -0.055 -0.018
H -3.218042 3.023147 3.478487 0.016 -0.147 -0.066
N 0.246519 2.356781 -4.389754 0.694 0.775 -1.082
C -0.414294 1.555565 -3.630158 -0.202 -0.574 1.418
O -0.189849 1.572354 -2.375477 -0.384 -0.421 -1.242
C -1.451562 0.650146 -4.195782 -0.074 -0.017 -0.061
I -0.697604 -0.697222 -5.660200 0.080 -0.027 -0.041
H 0.972422 2.944443 -4.004509 -0.031 0.059 0.009
H 0.140659 2.310059 -5.394027 0.059 0.033 -0.005
H -2.194186 1.241702 -4.724561 -0.109 0.053 0.091
H -1.912239 0.073960 -3.406186 -0.025 -0.021 0.099
```
Forces are in eV/Å.

The net charge is +2. Its expectation value of S² is 3.811. As for the multiplicity: 4. Its HOMO energy (spin up / spin down) is -0.4718 / -0.4718 Eh. For the largest force on an atom, the calculation gives 0.0347 Eh/bohr.